*i*
Computed, not measured: C8H16N2O2 as an isolated structure, with ωB97M-V/def2-TZVPD.

Last column: Löwdin charge in e.
Atoms and positions in Å:
O1 4.5226 0.1409 -0.1885  -0.1015
H1 -3.8169 -1.6118 0.6986  0.0926
C1 3.7726 -0.6710 0.7202  -0.1428
H2 -4.1194 0.4349 -1.1861  0.1268
H3 -1.1325 1.4196 0.7405  0.0682
H4 3.1639 1.1845 -1.4080  0.1280
N1 -3.3248 -1.2646 -0.1173  -0.0145
C2 -3.8437 1.0121 0.8716  -0.0748
H5 1.8747 -1.0850 -1.2628  0.1385
H6 -0.2306 1.3140 -0.6215  0.0557
C3 3.4129 1.0388 -0.3443  -0.1401
C4 2.4736 0.1240 0.4614  -0.1949
C5 -1.8718 -1.1444 0.0519  -0.2147
H7 -1.8025 0.0872 -1.7593  0.1416
H8 3.7698 -1.7345 0.4113  0.1278
C6 -3.4523 0.1923 -0.3479  -0.3479
H9 -3.7220 2.0854 0.6751  0.0748
H10 -1.5390 -1.0103 1.0828  0.1092
H11 -1.3126 -1.9487 -0.3923  0.0932
N2 -1.1843 1.3778 -0.2697  0.0480
C7 -1.9412 0.2198 -0.6853  -0.3384
H12 -3.2238 0.7490 1.7551  0.0800
H13 4.1480 -0.5953 1.7517  0.1251
H14 -4.8945 0.8273 1.1392  0.0743
O2 0.3044 -0.6967 -0.1181  -0.0264
C8 1.4879 -0.6091 -0.3859  -0.1606
H15 3.5680 1.9951 0.1479  0.1205
H16 1.9894 0.5679 1.3398  0.1523

Values from the calculation:
HOMO-LUMO gap ... 0.328 hartree
Molecular weight ... 172.2 g mol⁻¹

***

*ii*
Computed, not measured: C8H16N2O2 in the gas phase, with ωB97M-V/def2-TZVPD.

Last column: Löwdin charge in e.
Atoms and positions in Å:
H1 -2.3387 0.1397 1.0481  0.0584
N1 0.2327 0.8512 0.6987  -0.0639
H2 1.0474 -1.6977 -2.8023  0.0696
H3 -0.8672 -1.3843 1.3702  0.1087
H4 -2.4682 1.8882 1.0025  0.1100
H5 -3.0507 0.8935 -0.4257  0.0983
H6 1.7743 -2.3545 -1.2360  0.0938
H7 0.5489 -2.4363 1.2471  0.0893
H8 -0.2375 0.5729 2.6377  0.1128
C1 0.2294 -1.4421 1.4187  -0.0179
H9 0.6302 -1.3465 2.3556  0.0604
C2 2.3567 -0.3253 0.5860  -0.0195
C3 0.9226 -1.8825 -1.7757  0.0160
H10 -1.8600 2.7153 -1.1033  0.0746
H11 -0.3208 2.1985 -2.0304  0.1296
H12 -0.3511 2.9943 -0.5102  0.0535
O1 -1.5092 -0.1647 -2.1349  -0.0337
H13 0.1330 -2.6106 -1.8122  0.0802
C4 0.3493 -0.8159 -0.8772  -0.1243
O2 0.1731 1.2800 2.0554  -0.0067
N2 -0.6844 -0.0199 -1.2071  -0.1918
H14 2.7188 0.1429 1.4975  0.0713
H15 2.9320 -1.3272 0.6299  0.1038
C5 -0.9076 1.0463 -0.2682  -0.4559
C6 -2.2950 0.9729 0.3741  -0.0030
C7 0.8230 -0.4473 0.5083  -0.5085
C8 -0.8792 2.3110 -1.0469  -0.0011
H16 2.8982 0.2479 -0.1997  0.0958

Values from the calculation:
HOMO-LUMO gap ... 0.323 hartree
Molecular weight ... 172.2 g mol⁻¹

***

From most stable to least stable, the computed energies give *i*, *ii*.

***

*i*
Computed, not measured: a 2-piece molecular cluster, C3H5IN2Si overall, with ωB97M-V/def2-TZVPD.

Last column: Löwdin charge in e.
Atoms and positions in Å:
H1 -0.7870 -0.3432 -1.6263  0.1172
C1 -2.0979 -0.2282 0.0505  -0.1281
H2 -2.4166 0.0851 2.2087  0.0885
C2 -1.7745 0.0371 1.3504  -0.1872
I1 2.5039 0.0475 -2.7264  0.2921
Si1 2.5877 0.1944 -0.2710  0.3027
C3 0.0396 0.1111 0.2670  -0.3439
H3 3.1312 1.4817 0.1021  -0.1284
H4 3.1954 -1.0143 0.2395  -0.1300
H5 -3.0354 -0.4341 -0.4239  0.0973
N1 -0.4323 0.2423 1.4709  0.0067
N2 -0.9140 -0.1795 -0.6416  0.0131

Values from the calculation:
HOMO-LUMO gap ... 0.316 hartree
Molecular weight ... 224.1 g mol⁻¹

***

*ii*
Computed, not measured: a 2-piece molecular cluster, C3H5IN2Si overall, with ωB97M-V/def2-TZVPD.

Last column: Löwdin charge in e.
Atoms and positions in Å:
H1 -1.1560 -0.8573 1.2931  0.0206
Si1 1.1717 -1.6649 -0.8235  0.8489
H2 1.4534 -1.2064 -2.1943  -0.0613
H3 -1.6973 1.5196 1.6454  0.1079
H4 1.9211 -2.8802 -0.3921  -0.0944
N1 0.8361 1.0250 -0.4515  0.0295
H5 0.4350 2.8763 0.2610  0.0921
C1 -0.9357 1.2369 0.9411  -0.0284
C2 0.4665 -0.1822 -0.0116  -0.5736
I1 -1.1641 -3.5934 0.8285  -0.2007
C3 0.0709 1.8869 0.1784  -0.1662
N2 -0.6479 -0.1191 0.7898  0.0256

Values from the calculation:
HOMO-LUMO gap ... 0.241 hartree
Molecular weight ... 224.1 g mol⁻¹

***

From most stable to least stable, the computed energies give *i*, *ii*.

***

*i*
Computed, not measured: a 2-piece molecular cluster, C4H14N2O overall, with ωB97M-V/def2-TZVPD.

Last column: Löwdin charge in e.
Atoms and positions in Å:
H1 1.0714 0.4773 1.0939  0.1111
N1 0.0788 0.6437 0.9400  -0.1579
H2 1.2027 0.5756 -1.3928  0.0756
H3 -1.2168 0.0221 -0.5334  0.1248
C1 -0.5851 0.8393 2.2361  -0.1148
N2 1.5598 -0.3709 -1.2407  0.0388
C2 0.5411 -1.2223 -0.6543  -0.4610
C3 -0.2230 -2.0958 -1.6516  -0.0812
H4 -0.4446 -0.0354 2.8772  0.0772
H5 0.3677 -2.9561 -1.9983  0.0752
H6 -1.0067 -1.2034 0.7548  0.1176
C4 -0.5026 -0.4370 0.1552  -0.2229
H7 0.9915 -1.9203 0.0566  0.1272
H8 1.7645 -0.6898 -2.1708  0.0598
H9 0.1341 3.8877 -0.2378  0.0137
H10 -0.3833 -1.5757 -2.6022  0.0780
H11 -1.1383 -2.5568 -1.2987  0.0727
H12 0.0324 2.5318 0.4316  -0.0178
H13 -0.2897 1.7657 2.7153  0.0762
H14 -1.6575 0.8758 2.0373  0.0840
O1 -0.2965 3.4446 0.4829  -0.0762

Values from the calculation:
HOMO-LUMO gap ... 0.376 hartree
Molecular weight ... 106.2 g mol⁻¹

***

*ii*
Computed, not measured: a 2-piece molecular cluster, C4H14N2O overall, with ωB97M-V/def2-TZVPD.

Last column: Löwdin charge in e.
Atoms and positions in Å:
H1 -0.6302 0.1235 -0.8700  0.0941
H2 1.1219 0.7770 0.8739  0.1034
H3 0.1135 3.2068 0.7912  0.0988
C1 -1.2066 1.6917 1.4966  -0.1169
H4 1.7987 -1.0325 -0.2522  0.1111
H5 1.9356 -0.5423 -1.9155  0.1104
H6 -0.9813 2.5457 -0.4333  0.1056
N1 0.3868 -1.9885 -1.3423  0.0034
H7 -1.5453 -2.8302 1.0257  0.0325
O1 -0.8496 -2.3372 1.4715  -0.0733
N2 0.3361 0.3697 -1.0526  -0.0669
H8 1.6458 1.8861 -0.3845  0.1108
C2 1.1978 -0.7898 -1.1385  -0.3444
C3 0.7899 1.3144 -0.0227  -0.2577
H9 -0.6044 1.1276 2.2153  0.0701
H10 -0.0949 -1.9153 -2.2422  0.0779
H11 -1.8601 2.4413 1.9419  0.0670
H12 -1.8781 0.9013 1.1475  0.0601
H13 -0.5908 -1.6222 0.8834  -0.0151
H14 0.9464 -2.8202 -1.4378  0.0699
C4 -0.3102 2.2893 0.3907  -0.2406

Values from the calculation:
HOMO-LUMO gap ... 0.369 hartree
Molecular weight ... 106.2 g mol⁻¹

***

*iii*
Computed, not measured: a 2-piece molecular cluster, C4H14N2O overall, with ωB97M-V/def2-TZVPD.

Last column: Löwdin charge in e.
Atoms and positions in Å:
H1 -1.6291 -1.1021 -3.2441  0.0854
H2 -1.9087 1.4344 0.5272  0.1057
H3 1.4523 0.5951 5.8960  0.0304
H4 0.9031 0.7193 0.7305  0.0290
N1 1.2185 -0.7872 -1.1659  0.0346
H5 -1.8951 0.5313 -1.4430  0.0917
H6 1.8114 -0.1693 -1.6936  0.0802
C1 -0.8782 0.4528 -1.0784  -0.2119
H7 1.7455 -1.6627 -1.2748  0.0876
H8 -0.7866 -1.7360 -1.0471  0.1581
H9 -0.2031 -0.1248 -3.5165  0.0575
C2 -1.0574 0.7212 0.3974  -0.2487
H10 -0.0352 -1.8394 -3.3969  0.0639
O1 1.3738 -0.1482 6.4989  -0.0652
H11 0.4933 2.2216 0.4903  0.0375
C3 -0.1591 -0.8913 -1.4920  -0.4629
H12 1.4576 0.1873 7.4015  0.0339
C4 -0.5601 -0.9825 -2.9833  -0.1029
H13 -1.1697 -0.0546 1.1373  0.0998
H14 -0.3592 1.2327 -1.7380  0.1338
N2 0.1860 1.4021 0.9946  -0.0377

Values from the calculation:
HOMO-LUMO gap ... 0.360 hartree
Molecular weight ... 106.2 g mol⁻¹

***

*iv*
Computed, not measured: a 2-piece molecular cluster, C4H14N2O overall, with ωB97M-V/def2-TZVPD.

Last column: Löwdin charge in e.
Atoms and positions in Å:
O1 -3.3292 -1.5971 0.7756  -0.0214
H1 2.3945 -0.7465 -0.0600  0.1068
N1 0.6824 -2.0184 -1.3933  -0.0349
H2 0.3588 -0.3803 0.9519  0.1183
H3 -0.2418 -2.3141 -1.7999  0.0753
H4 0.7143 2.4223 0.3001  0.0931
H5 1.4132 -2.6347 -1.8189  0.0817
C1 0.9459 0.5063 0.6552  -0.2741
H6 -1.6118 1.1678 1.9119  0.1008
H7 -2.7443 -1.7947 1.4473  -0.0156
H8 1.1390 -0.3350 -2.6005  0.1008
N2 0.0342 1.6734 0.3081  -0.1333
H9 -0.0872 -0.0874 -1.6158  0.0464
H10 -1.6984 2.8115 0.9410  0.0921
H11 -0.4834 2.4619 2.1554  0.0570
H12 1.5875 0.8916 1.4798  0.1183
C2 1.7543 0.0542 -0.4668  -0.2079
C3 0.7849 -0.5689 -1.5861  -0.2648
C4 -0.9983 1.9527 1.3002  -0.1744
H13 2.4891 0.7208 -0.9427  0.1049
H14 -3.1038 -2.1853 0.0578  0.0308

Values from the calculation:
HOMO-LUMO gap ... 0.347 hartree
Molecular weight ... 106.2 g mol⁻¹

***

From most stable to least stable, the computed energies give *i*, *ii*, *iii*, *iv*.

***

*i*
Computed, not measured: a 2-piece molecular cluster, C6H16 overall, with ωB97M-V/def2-TZVPD.

Last column: Löwdin charge in e.
Atoms and positions in Å:
H1 1.9385 1.4297 -2.8180  0.0968
C1 -2.1478 -0.7139 1.1211  -0.1203
C2 0.1278 -1.3081 2.1902  -0.1271
H2 -1.7394 0.2642 1.3618  0.0678
H3 2.3104 2.2717 -0.7096  0.0750
H4 -0.5819 1.6653 -3.0721  0.0668
C3 -0.1417 1.4727 -2.0993  -0.1219
H5 -2.5581 -0.6748 0.1093  0.0609
H6 -0.7486 0.8985 -1.3931  0.0585
H7 -0.1451 -1.0303 3.2074  0.0696
H8 1.1217 0.9326 -0.0298  0.0500
H9 -0.1522 2.4512 -1.5955  0.0731
H10 -3.0509 -0.9890 1.6725  0.0681
H11 0.7402 -0.5492 1.7215  0.0427
H12 0.7932 -2.1478 2.4365  0.0690
H13 -1.3384 -2.7267 1.7509  0.0955
C4 1.9169 1.2609 -0.7035  -0.1232
H14 1.3735 -0.0896 -2.3473  0.0966
C5 1.2889 0.9637 -2.0606  -0.3378
C6 -1.0598 -1.7515 1.3201  -0.3246
H15 -0.6951 -2.2218 0.3952  0.0951
H16 2.7478 0.5922 -0.4580  0.0695

Values from the calculation:
HOMO-LUMO gap ... 0.442 hartree
Molecular weight ... 88.2 g mol⁻¹

***

*ii*
Computed, not measured: a 2-piece molecular cluster, C6H16 overall, with ωB97M-V/def2-TZVPD.

Last column: Löwdin charge in e.
Atoms and positions in Å:
C1 -2.6188 -1.4614 -1.0618  -0.1426
H1 -2.7341 -1.6666 -2.1260  0.0687
C2 -1.4443 -0.5140 -0.8192  -0.2997
H2 0.8283 1.3067 1.2908  0.0925
H3 1.3794 -0.4114 -0.3848  0.0425
H4 3.1115 -0.0140 2.8461  0.0647
H5 2.5085 1.7926 1.3465  0.0969
H6 -1.4275 1.7535 -1.0275  0.0665
C3 1.8468 0.9323 1.2304  -0.3096
H7 1.6825 -0.9847 2.4003  0.0679
H8 -1.3590 -0.4677 0.2656  0.0980
H9 -2.8698 0.9210 -1.3506  0.0434
H10 -3.6313 -1.0458 -1.0113  0.0727
C4 -1.8221 0.8244 -1.4507  -0.1189
H11 3.1231 -0.2696 -0.2306  0.0716
H12 -1.5328 0.8967 -2.4992  0.0754
C5 2.1018 0.0164 2.4358  -0.1285
H13 -0.6015 -0.9510 -1.3465  0.0878
C6 2.1871 0.2677 -0.0890  -0.1331
H14 -2.5458 -2.4522 -0.7117  0.0500
H15 2.1724 0.9358 -0.9627  0.0686
H16 1.6457 0.5912 3.2561  0.0651

Values from the calculation:
HOMO-LUMO gap ... 0.452 hartree
Molecular weight ... 88.2 g mol⁻¹

***

From most stable to least stable, the computed energies give *i*, *ii*.